{
  "formula": "C13H19AgN2OS4",
  "method": "ωB97M-V/def2-TZVPD",
  "orbital_gap_ev": 5.38,
  "mol_weight_g_mol": 455.444,
  "charge": -2,
  "species": ["Ag", "C", "C", "C", "C", "C", "C", "C", "C", "C", "C", "H", "H", "H", "H", "H", "H", "H", "H", "H", "H", "H", "H", "H", "H", "H", "O", "C", "S", "C", "C", "S", "S", "S", "N", "N", "H", "H", "H", "H"],
  "positions_angstrom": [[-0.6592, -0.1426, -0.3373], [0.5924, 0.4262, 2.0741], [0.1181, 1.5589, 1.3672], [0.9997, 1.7699, 0.2689], [1.9862, 0.7657, 0.3015], [1.7337, -0.0597, 1.4100], [2.5446, -1.2264, 1.8880], [3.1190, 0.6550, -0.6774], [1.0010, 2.9695, -0.6407], [-0.8991, 2.5634, 1.8425], [0.0956, -0.1079, 3.3871], [2.7924, -1.1141, 2.9490], [3.4774, -1.3063, 1.3306], [1.9993, -2.1651, 1.7692], [3.8278, 1.4872, -0.5716], [2.7460, 0.6620, -1.7021], [3.6675, -0.2734, -0.5283], [2.0195, 3.1932, -0.9670], [0.6081, 3.8507, -0.1252], [0.3962, 2.8083, -1.5360], [-0.4261, 3.5346, 2.0392], [-1.3675, 2.2281, 2.7681], [-1.6895, 2.7248, 1.1080], [-0.1027, -1.1808, 3.3340], [-0.8246, 0.3879, 3.6929], [0.8427, 0.0484, 4.1766], [-5.3826, 0.1631, -5.4662], [-4.5617, -0.0462, -4.5970], [-4.9533, -0.3185, -2.9127], [-3.3022, -0.5481, -2.2820], [-2.3067, -0.4551, -3.1966], [-0.6172, -0.6189, -2.9724], [-2.8356, -0.1238, -4.8683], [-3.1868, -0.8669, -0.5977], [0.1176, -4.1359, 0.0344], [-0.1692, -2.7973, -0.3962], [-0.4249, -4.8183, -0.5033], [-0.1666, -4.2053, 1.0079], [-1.1619, -2.6656, -0.6169], [0.3519, -2.6201, -1.2536]],
  "atomic_forces_ev_per_a": [[-0.40, 0.26, -0.19], [-0.02, 0.00, 0.20], [0.11, 0.21, 0.04], [-0.06, 0.20, 0.05], [0.30, 0.09, 0.01], [0.27, 0.03, 0.24], [-0.23, 0.17, -0.14], [-0.23, 0.05, 0.17], [-0.11, -0.33, 0.05], [0.13, -0.24, -0.16], [0.11, 0.09, -0.28], [0.08, -0.08, 0.06], [0.09, -0.08, 0.01], [0.01, -0.21, 0.00], [0.06, -0.02, -0.08], [0.06, -0.01, -0.17], [0.11, -0.07, -0.05], [0.03, 0.08, -0.04], [0.00, 0.06, -0.02], [-0.03, 0.09, -0.12], [-0.04, 0.03, 0.04], [-0.09, 0.03, 0.03], [-0.10, 0.06, 0.01], [-0.06, -0.10, 0.07], [-0.09, -0.02, 0.07], [-0.05, -0.05, 0.11], [-0.38, 0.10, -0.39], [0.25, -0.11, 0.27], [0.16, -0.02, 0.17], [-0.14, 0.07, -0.72], [-0.82, 0.01, -0.22], [0.83, 0.07, 0.10], [0.19, -0.01, 0.17], [0.06, -0.10, 0.72], [-0.09, -0.22, 0.00], [-0.05, -0.17, -0.23], [0.05, 0.22, 0.26], [0.03, 0.00, -0.22], [0.25, -0.04, -0.03], [-0.21, -0.02, 0.21]]
}

=====

{
  "formula": "C13H19CeN4S",
  "method": "ωB97M-V/def2-TZVPD",
  "orbital_gap_ev": [7.76, 7.84],
  "s2": 0.751,
  "multiplicity": 2,
  "mol_weight_g_mol": 403.506,
  "charge": 2,
  "species": ["Ce", "N", "C", "C", "C", "N", "H", "H", "H", "H", "H", "H", "H", "H", "H", "H", "S", "C", "C", "C", "C", "C", "N", "H", "H", "H", "H", "C", "C", "C", "N", "C", "C", "H", "H", "H", "H", "H"],
  "positions_angstrom": [[-0.2938, -0.5874, -0.5838], [1.0719, -2.8084, -0.4955], [0.1161, -3.8851, -0.0923], [-0.7375, -4.3747, -1.2655], [-1.9318, -3.4893, -1.6189], [-1.5111, -2.2052, -2.2607], [1.6592, -3.1917, -1.2459], [1.7152, -2.6857, 0.3000], [-0.5282, -3.4823, 0.7115], [0.6676, -4.7420, 0.3125], [-1.1361, -5.3533, -0.9945], [-0.1083, -4.5225, -2.1496], [-2.5099, -3.2505, -0.7140], [-2.5825, -4.0500, -2.3003], [-2.3655, -1.7708, -2.6282], [-0.9789, -2.4704, -3.0991], [0.0382, -0.4312, 2.0520], [1.2113, 0.7823, 1.5969], [1.8499, 1.5696, 2.5605], [2.8285, 2.4572, 2.1672], [3.1541, 2.5508, 0.8143], [2.4590, 1.7747, -0.0874], [1.4982, 0.8971, 0.2674], [1.5714, 1.4640, 3.5968], [3.3459, 3.0577, 2.8974], [3.9296, 3.2144, 0.4681], [2.6793, 1.8269, -1.1497], [-1.3155, 4.0949, 0.8519], [-0.7110, 3.9514, -0.3897], [-0.7805, 2.7250, -1.0282], [-1.4104, 1.6554, -0.5032], [-2.0326, 1.8241, 0.6814], [-2.0078, 3.0160, 1.3837], [-1.2505, 5.0256, 1.3922], [-0.1905, 4.7765, -0.8504], [-0.3270, 2.5891, -2.0090], [-2.5791, 0.9626, 1.0755], [-2.5067, 3.0853, 2.3365]],
  "atomic_forces_ev_per_a": [[0.33, 0.22, 0.27], [0.48, -0.29, 0.20], [-0.18, -0.15, -0.10], [-0.17, 0.33, 0.31], [0.07, -0.34, 0.03], [-0.22, -0.16, -0.38], [-0.18, 0.26, 0.22], [-0.18, 0.07, -0.36], [0.22, -0.22, -0.15], [-0.11, 0.26, 0.08], [0.04, 0.00, -0.06], [-0.02, -0.09, 0.00], [0.06, -0.09, -0.20], [0.00, 0.20, 0.18], [0.27, -0.04, -0.01], [-0.16, 0.24, 0.23], [-0.43, -0.61, 0.27], [0.36, 0.19, -0.61], [-0.19, -0.09, -0.17], [-0.06, -0.17, -0.29], [-0.20, -0.10, -0.10], [0.11, 0.00, -0.27], [0.37, 0.16, 0.80], [-0.02, -0.08, 0.08], [0.06, 0.08, 0.11], [0.05, 0.05, -0.05], [0.01, 0.05, 0.10], [-0.05, -0.32, -0.08], [-0.01, -0.21, -0.10], [-0.04, 0.14, -0.07], [-0.15, 0.44, 0.13], [-0.21, -0.11, -0.02], [0.06, -0.08, -0.07], [-0.04, 0.13, 0.04], [0.04, 0.02, -0.09], [0.00, 0.02, 0.15], [0.19, 0.29, -0.07], [-0.09, 0.00, 0.07]]
}

=====

{
  "formula": "C13H19MnP2",
  "method": "ωB97M-V/def2-TZVPD",
  "orbital_gap_ev": [3.30, 6.29],
  "s2": 8.870,
  "multiplicity": 6,
  "mol_weight_g_mol": 292.181,
  "charge": -1,
  "species": ["C", "C", "C", "C", "C", "Mn", "P", "H", "H", "H", "H", "H", "H", "H", "H", "C", "P", "C", "C", "C", "C", "C", "C", "C", "H", "H", "H", "H", "H", "H", "H", "H", "H", "H", "H"],
  "positions_angstrom": [[-0.5170, -1.4332, 1.1962], [-1.5813, -2.2741, 0.9030], [-2.5723, -2.0673, -0.0595], [-2.6166, -0.9463, -0.8998], [-1.7294, 0.1222, -0.9113], [-0.1307, 0.0529, 0.0742], [2.0107, -0.1891, 1.3778], [0.0833, -1.8316, 2.0437], [-1.7036, -3.1925, 1.4885], [-3.3621, -2.8222, -0.1547], [-2.0143, 0.9249, -1.6226], [-3.4702, -0.9399, -1.5873], [3.1805, -0.4146, 0.5767], [2.2630, -1.1602, 2.4163], [2.3423, 0.9815, 2.1366], [0.2375, 1.3548, -3.2277], [0.8621, 1.7504, -1.5452], [2.5504, 1.0301, -1.6464], [1.3421, 3.5638, -1.6389], [0.7827, 4.5661, -0.8197], [1.3328, 5.8566, -0.7851], [2.4522, 6.1650, -1.5664], [2.9704, 5.2008, -2.4335], [2.3767, 3.9447, -2.5100], [-0.0070, 0.2923, -3.2939], [0.9921, 1.5935, -3.9946], [-0.6802, 1.9255, -3.4073], [3.0073, 1.3183, -2.6018], [3.1490, 1.4508, -0.8296], [2.5479, -0.0652, -1.5650], [-0.0894, 4.3599, -0.1907], [0.9106, 6.6252, -0.1370], [2.9174, 7.1445, -1.5091], [3.8436, 5.4240, -3.0465], [2.7632, 3.2548, -3.2580]],
  "atomic_forces_ev_per_a": [[-0.35, -1.24, 0.77], [-0.58, -0.09, -0.10], [-0.11, -0.50, 0.03], [-0.07, 0.18, 0.09], [-1.43, -0.54, -0.78], [1.11, 1.12, 0.12], [0.46, 0.17, 0.25], [-0.29, 0.43, -0.55], [0.10, 0.13, 0.00], [0.30, 0.27, -0.01], [0.37, -0.34, 0.53], [0.12, 0.19, 0.05], [-0.20, 0.27, 0.73], [-0.30, 0.52, -0.67], [0.44, -0.41, -0.34], [0.02, -0.17, -0.28], [1.08, 2.11, 0.16], [0.36, -0.35, -0.43], [-1.81, -2.19, 0.76], [-0.01, 1.53, 0.61], [-1.23, -1.35, 0.43], [1.12, 0.57, -0.39], [-0.46, -0.55, 0.11], [1.64, 0.54, -1.07], [-0.01, 0.02, 0.02], [-0.26, 0.12, 0.27], [0.22, -0.08, -0.01], [0.04, -0.17, 0.27], [-0.11, -0.05, -0.23], [-0.01, 0.17, -0.15], [0.27, -0.06, -0.15], [-0.08, -0.26, -0.11], [-0.06, -0.05, 0.02], [-0.22, 0.00, -0.04], [-0.04, 0.05, 0.09]]
}

=====

{
  "formula": "C13H19N",
  "method": "ωB97M-V/def2-TZVPD",
  "orbital_gap_ev": [6.95, 7.32],
  "mol_weight_g_mol": 189.302,
  "charge": 0,
  "species": ["C", "C", "C", "C", "C", "C", "C", "C", "C", "C", "C", "C", "C", "N", "H", "H", "H", "H", "H", "H", "H", "H", "H", "H", "H", "H", "H", "H", "H", "H", "H", "H", "H"],
  "positions_angstrom": [[1.4256, -1.6158, 0.0031], [2.8332, 0.1795, 1.5669], [1.9468, 0.6466, 0.7006], [-1.4737, 1.1828, 0.1748], [-1.0924, 0.5711, 1.5220], [-1.4544, -1.1277, -0.1010], [-1.1504, 0.1152, -0.9041], [1.1813, -0.2269, -0.0997], [-0.8449, -0.8260, 1.2056], [0.3587, 0.2069, -1.3452], [-0.5806, -1.9019, 2.1279], [0.6790, 1.6026, -1.8457], [0.6898, -0.7272, -2.5033], [1.6771, -2.7198, 0.2162], [3.4920, 0.8667, 2.1202], [3.1854, -0.9072, 1.6085], [1.8550, 1.7308, 0.7080], [-2.5129, 1.3968, 0.1166], [-1.0650, 2.2647, 0.0638], [-0.3240, 1.1230, 1.9628], [-1.9324, 0.7642, 2.3840], [-2.4764, -1.2362, -0.2453], [-0.9731, -2.1845, -0.5917], [-1.6930, 0.2621, -1.8624], [0.1747, -2.6080, 1.5534], [-1.4784, -2.5015, 2.2301], [-0.2490, -1.5597, 3.0725], [0.3447, 2.4879, -1.2698], [0.3394, 1.6722, -2.8668], [1.6956, 1.7524, -1.8479], [1.7041, -0.5807, -2.9017], [-0.1066, -0.6851, -3.2796], [0.7852, -1.7866, -2.2224]],
  "atomic_forces_ev_per_a": [[0.80, 1.21, 0.02], [2.59, -1.16, 0.89], [0.62, 0.45, 0.89], [0.48, 2.23, -0.48], [-3.04, 1.19, 1.50], [3.34, -2.84, -2.81], [1.37, 1.38, -1.13], [-2.77, -1.00, -0.82], [0.35, -0.20, -0.74], [0.02, -0.50, 1.28], [1.06, -1.44, -1.62], [-1.51, 0.64, 0.57], [-0.27, -1.25, -0.43], [0.08, -0.88, -0.10], [-0.60, -0.29, -0.09], [-0.92, 1.57, -0.03], [-0.50, -0.17, -0.50], [-1.20, -0.16, 0.12], [-0.18, -2.04, -0.08], [1.83, 0.43, 0.73], [1.37, -0.87, -2.01], [-2.32, -0.51, 0.81], [-1.25, 2.86, 1.31], [-0.35, -0.18, 0.79], [-1.07, 0.98, 1.49], [-0.28, -0.23, 0.15], [0.56, 0.10, 0.97], [-0.39, -0.76, -0.23], [-0.28, 0.30, -0.34], [2.68, 0.05, -0.33], [-0.40, 0.64, -0.19], [0.75, 0.19, 0.20], [-0.57, 0.23, 0.22]]
}

=====

{
  "formula": "C13H19N",
  "method": "ωB97M-V/def2-TZVPD",
  "orbital_gap_ev": 8.99,
  "mol_weight_g_mol": 189.302,
  "charge": 0,
  "species": ["C", "C", "C", "N", "C", "C", "C", "C", "C", "C", "H", "H", "H", "H", "H", "H", "H", "H", "H", "C", "C", "C", "C", "H", "H", "H", "H", "H", "H", "H", "H", "H", "H"],
  "positions_angstrom": [[2.3976, 1.5546, -1.6866], [0.9403, 1.6115, -1.3689], [0.2700, 2.5976, -0.7070], [-1.0771, 2.1287, -0.3701], [-1.2206, 0.7508, -0.8050], [-2.2443, -0.2105, -0.8554], [-1.9727, -1.5429, -1.3955], [-0.6818, -1.7050, -1.9631], [0.2926, -0.7211, -1.9736], [0.0485, 0.4636, -1.4174], [2.5802, 0.8954, -2.5649], [2.9449, 1.4897, -0.7520], [2.7775, 2.5415, -2.1217], [0.7729, 3.5472, -0.3093], [-1.4344, 2.2630, 0.5898], [-3.0888, -0.0345, -0.2497], [-2.6766, -2.2567, -1.6022], [-0.6150, -2.6983, -2.5958], [1.1857, -0.9286, -2.5381], [1.1242, 0.1473, 1.9686], [0.7799, -1.2375, 2.6020], [0.3492, -0.9729, 4.0299], [-0.0925, -2.2597, 1.7776], [0.5264, 0.1946, 0.9637], [2.0626, 0.2028, 1.3369], [0.9425, 0.8975, 2.5996], [1.7878, -1.7794, 2.6742], [-0.7110, -0.6963, 4.0061], [0.5277, -1.9278, 4.6562], [0.7440, -0.0442, 4.5611], [-1.0601, -2.3771, 2.1509], [-0.1672, -1.8370, 0.7244], [0.4979, -3.2082, 1.8280]],
  "atomic_forces_ev_per_a": [[0.08, 2.22, -1.92], [-0.98, 0.48, 1.00], [-0.10, -0.81, 0.88], [-0.08, -0.68, 0.62], [2.23, 0.76, -1.05], [1.46, -1.41, 0.37], [3.32, 4.96, 0.05], [-1.98, -2.68, -1.34], [0.06, -2.81, -1.43], [-0.70, 2.21, 0.67], [0.33, -0.24, 1.29], [0.48, -0.99, -0.24], [-0.75, -0.89, 0.63], [-1.50, -1.40, -0.63], [0.39, 0.47, -0.94], [-1.36, 0.20, 0.13], [-1.85, -1.54, 0.15], [0.53, 2.09, 1.45], [0.37, 0.07, 0.09], [-0.41, -4.11, -6.45], [2.97, -0.17, -0.02], [-0.58, -0.56, 1.55], [2.73, 1.42, -1.04], [-0.04, 0.53, 2.15], [-0.11, -0.10, 1.78], [-0.43, 3.22, 2.08], [-1.15, 0.76, 0.03], [-0.26, -0.56, 0.20], [-0.58, 1.71, -0.64], [0.39, -1.44, -0.83], [-1.58, -0.26, 0.71], [0.14, -0.99, 1.15], [-1.00, 0.54, -0.47]]
}

=====

{
  "formula": "C13H19N3O6S",
  "method": "ωB97M-V/def2-TZVPD",
  "orbital_gap_ev": 9.42,
  "mol_weight_g_mol": 345.377,
  "charge": 0,
  "species": ["C", "C", "H", "H", "O", "C", "O", "C", "C", "H", "C", "N", "S", "O", "O", "C", "C", "N", "C", "O", "N", "C", "O", "H", "H", "C", "H", "H", "H", "C", "C", "H", "H", "H", "H", "H", "H", "H", "H", "H", "H", "H"],
  "positions_angstrom": [[-1.2195, 2.7851, -5.2316], [-1.5015, 3.0937, -3.9014], [-1.3572, 4.0752, -3.7210], [-2.5048, 2.8051, -3.6047], [-0.5077, 2.2134, -2.9203], [0.5289, 2.6485, -2.4797], [0.9722, 3.7449, -2.7907], [1.2541, 1.5546, -1.6544], [1.1520, 0.0879, -2.0841], [1.9917, -0.0076, -2.7369], [0.9215, -0.8914, -0.8841], [-0.1390, -0.6953, -0.1299], [-0.5407, -1.6184, 0.8117], [-0.5932, -2.9663, 0.1877], [-2.0066, -1.3887, 1.0966], [0.0511, -1.6854, 2.5559], [-0.2711, -2.5089, 3.3663], [0.2283, -2.7066, 4.6288], [1.2586, -2.0361, 4.8208], [1.6870, -2.0911, 6.1242], [1.7963, -1.1628, 4.0325], [1.0547, -0.9165, 2.8892], [1.6063, -0.0918, 2.0256], [2.3669, -0.4617, 4.4155], [-0.0658, -3.6965, 5.0467], [-1.5070, -3.5376, 2.9481], [-1.1317, -4.0193, 2.1751], [-1.7931, -4.3316, 3.7621], [-2.4156, -2.9271, 2.9319], [-0.6234, 0.9335, -0.0008], [0.5076, 1.7268, -0.2772], [1.4156, 1.5312, 0.5255], [0.1623, 2.8458, -0.1030], [-0.9395, 1.0186, 1.0190], [-1.3289, 1.0567, -0.7193], [1.7779, -0.6607, -0.3269], [1.1632, -1.8888, -1.2968], [-0.0025, 0.1832, -2.5346], [2.1873, 1.9497, -1.5515], [-0.2679, 2.8730, -5.3241], [-1.8473, 3.4867, -5.8494], [-1.5194, 1.6762, -5.2409]],
  "atomic_forces_ev_per_a": [[-5.94, -3.29, -1.62], [-0.25, -1.98, 4.36], [0.85, 3.12, 1.40], [0.18, -0.25, 0.52], [-9.02, -1.65, -3.76], [6.01, 1.64, -0.21], [0.56, 0.06, 1.01], [-3.64, 0.92, 1.34], [-5.51, 2.13, 0.06], [0.06, -1.39, -0.63], [7.42, -0.14, -5.43], [-0.25, 11.96, -5.71], [-12.99, -12.08, 7.68], [2.99, 1.02, 1.29], [2.62, 1.52, 0.70], [0.34, 4.83, -8.87], [-8.75, -11.76, 5.88], [-5.99, -5.57, -3.64], [6.68, 1.08, 14.48], [-0.64, 0.18, -5.50], [-2.13, 0.39, -3.10], [9.28, 7.32, -3.85], [-2.15, -2.15, 3.21], [1.06, 0.77, 0.49], [1.37, 3.45, -0.49], [-0.32, 2.06, 6.84], [0.69, -2.00, -4.17], [1.18, 1.38, -0.97], [0.43, -0.19, -1.08], [1.28, -3.86, 1.75], [5.57, 3.30, 2.09], [-2.72, 0.59, -1.58], [0.81, -2.03, -0.37], [-0.53, -0.06, 0.27], [-2.60, -0.15, -1.77], [1.72, -0.05, 1.35], [-1.17, 0.15, 0.52], [3.27, -1.02, -0.11], [2.84, 0.62, 0.47], [6.18, 0.73, -1.65], [0.74, -1.08, 0.14], [0.45, 1.47, -1.35]]
}